(1)
57
Properties=species:S:1:pos:R:3:forces:R:3 method="wB97M-V/def2-TZVPD" e_above_lowest_kj_mol=98.2 e_homo_ev=-8.51 gap_ev=9.1
C -2.102009 2.471782 -2.005292 -0.1387 -0.2282 0.2122
C -2.168919 1.514533 -0.815936 -0.2679 0.4093 -0.0137
C -2.491727 2.293143 0.476948 0.3482 -0.4015 -0.0660
O -3.828472 2.731035 0.377811 -0.2097 0.0875 -0.0420
C -4.363485 3.452553 1.400258 -0.1976 0.1209 0.0795
C -3.694491 3.804168 2.567171 0.2599 -0.2085 -0.2219
C -4.348457 4.541994 3.540932 -0.1302 0.0768 0.0599
C -5.661731 4.935305 3.369169 0.0121 0.0829 0.1704
C -6.330187 4.585444 2.205603 0.0115 -0.0264 -0.0420
C -5.690526 3.851840 1.229369 0.1510 -0.1107 -0.1077
N -0.978781 0.689351 -0.742881 -0.0263 -0.0740 0.0767
C 0.237353 1.359588 -0.328160 0.2344 -0.0084 -0.2027
C 1.444315 0.497550 -0.690574 -0.0916 0.0685 0.2648
C 1.390307 -0.911402 -0.077616 0.2502 0.0350 -0.0251
C 1.661463 -0.839208 1.434347 -0.5508 -0.1526 -0.1105
O 2.984419 -0.397494 1.657165 0.3577 0.0911 0.0563
C 2.484832 -1.755041 -0.759086 -0.2044 0.0107 0.3031
C 2.602114 -3.207036 -0.279811 0.0670 0.2702 -0.1759
C 3.657945 -3.913683 -1.080651 -0.0700 -0.1151 0.1042
C 3.320934 -4.662647 -2.200201 -0.0062 0.0153 0.0286
C 4.299567 -5.284796 -2.955233 0.0098 -0.0481 -0.1025
C 5.631957 -5.162419 -2.601185 0.0773 -0.0555 -0.0748
C 5.979288 -4.414340 -1.488958 0.1016 0.0106 0.0026
C 4.998570 -3.794688 -0.736020 -0.0260 -0.0039 -0.0005
C 0.001723 -1.503671 -0.351173 -0.0188 0.1682 0.3099
C -1.137520 -0.545788 -0.005626 0.0164 -0.2340 -0.0734
H -1.352059 3.243807 -1.854165 0.0892 0.1227 0.0002
H -3.067931 2.952639 -2.130099 -0.0582 0.1260 -0.0573
H -1.856774 1.917181 -2.906151 0.0149 -0.0344 -0.1128
H -3.010998 0.833722 -0.987195 0.0677 0.0397 0.0587
H -2.374430 1.633514 1.348643 0.0063 0.1063 -0.0257
H -1.813926 3.150496 0.585618 -0.0415 -0.0530 0.0374
H -2.668680 3.511351 2.729053 0.0809 -0.0423 -0.0259
H -3.817503 4.809008 4.443226 0.0403 0.0161 0.0593
H -6.162558 5.509621 4.133580 -0.0381 0.0471 0.0634
H -7.356868 4.887133 2.059696 -0.0813 0.0175 -0.0249
H -6.194931 3.570467 0.318249 -0.0631 -0.0319 -0.1084
H 0.318055 2.309814 -0.856767 0.0102 0.0438 0.0757
H 0.237219 1.575030 0.754887 -0.0104 0.0621 -0.0167
H 1.472617 0.401134 -1.776570 0.0315 0.0208 -0.0753
H 2.359051 0.991646 -0.362131 0.0804 0.0216 -0.0547
H 1.506559 -1.831416 1.881901 -0.0311 0.0620 -0.0633
H 0.951745 -0.148561 1.907801 0.0192 -0.1050 -0.0242
H 3.134569 -0.333921 2.605101 -0.0086 0.0141 -0.0670
H 2.294494 -1.762786 -1.834797 0.0043 0.0549 -0.0600
H 3.442024 -1.259311 -0.592303 0.0617 0.0043 -0.1171
H 1.646737 -3.719303 -0.401315 -0.0157 -0.0532 0.0757
H 2.879077 -3.224233 0.774588 -0.0647 -0.0427 0.0737
H 2.281512 -4.762321 -2.480727 -0.1181 -0.0097 -0.0135
H 4.021698 -5.867406 -3.821872 -0.0199 -0.0441 -0.0611
H 6.396757 -5.648606 -3.189027 0.0548 -0.0374 -0.0405
H 7.017848 -4.315092 -1.207576 0.0749 0.0062 0.0244
H 5.272318 -3.211121 0.131533 0.0247 0.0693 0.1133
H -0.136592 -2.428418 0.211409 0.0079 -0.1100 -0.0213
H -0.065348 -1.732540 -1.415683 -0.0150 -0.0782 -0.0674
H -2.085424 -1.006160 -0.296237 0.0085 0.0339 0.0716
H -1.166738 -0.381438 1.086960 -0.0708 -0.0064 -0.0261

---

(2)
14
Properties=species:S:1:pos:R:3:forces:R:3 method="wB97M-V/def2-TZVPD" charge=+1 e_above_lowest_kj_mol=405.2 e_homo_ev=-11.88 gap_ev=6.8
C 3.142444 0.064352 0.023451 -0.5257 -0.0173 0.0113
C 1.843802 0.393818 0.147647 0.4975 0.5399 0.0275
C 0.848038 -0.588938 -0.021048 -4.9046 -0.1572 0.2837
C -1.922418 -0.716540 0.206870 2.8414 -1.0235 0.8369
N -2.702061 0.517142 0.019284 0.2140 0.3366 -0.1788
O -0.458596 -0.257617 0.064993 2.0612 0.0399 -0.3683
H 3.922286 0.798889 0.120309 0.0930 0.1702 0.0605
H 3.453596 -0.945817 -0.185305 0.0172 -0.2192 -0.0502
H 1.543701 1.410349 0.359942 -0.0680 0.0284 0.0013
H 1.118243 -1.623739 -0.199638 -0.2127 -0.1371 -0.0063
H -2.142246 -1.515167 -0.487574 0.0769 0.3103 -0.4032
H -3.131327 0.787132 0.914413 0.1145 0.0396 -0.3484
H -3.447135 0.403651 -0.679566 0.1548 0.1407 0.0918
H -2.068326 1.272481 -0.283776 -0.3594 -0.0511 0.0421

---

(3)
7
Properties=species:S:1:pos:R:3:forces:R:3 method="wB97M-V/def2-TZVPD" e_above_lowest_kj_mol=110.7 e_homo_ev=-9.16 gap_ev=8.8
F 2.952781 -0.993110 1.410862 -0.2093 -1.0883 0.9355
C 3.429617 -0.110846 0.618871 -3.1347 1.0265 -1.9912
S 4.825844 0.573520 0.623326 0.7833 0.3570 -0.2512
S 1.819486 0.415087 -0.668774 2.6422 0.4968 0.4682
P 0.147211 -0.325778 0.228139 -0.5829 -1.6417 1.2571
H -0.774476 -0.522276 -0.803403 0.3820 -0.2560 -0.7372
H -0.644508 0.718880 0.656724 0.1192 1.1058 0.3188